Here is a molecular structure, C25H45N2OP3SeW from the Open Molecules 2025 dataset. Energies are from ωB97M-V/def2-TZVPD.

XYZ file:
```
78
Properties=species:S:1:pos:R:3:mulliken_spin:R:1
C 1.914 1.297 -3.203 0.0353
C -2.809 -1.408 1.713 -0.0109
H -3.570 -1.335 0.931 0.0007
C -0.361 -6.600 -3.563 0.3919
H -0.490 -7.516 -4.219 0.0036
N 1.596 3.226 2.202 0.0015
Se 0.125 2.720 -0.547 -0.0405
H 1.684 -1.017 2.867 -0.0009
H 2.813 -2.280 -2.279 0.0022
H -0.208 0.902 3.352 -0.0012
H -1.565 5.536 4.157 0.0000
H -2.421 2.311 -1.776 -0.0341
H -4.199 -1.151 -1.448 0.0001
H -3.542 1.263 2.291 -0.0028
H -3.261 -2.142 -2.724 -0.0014
C -3.228 -1.578 -1.769 0.0145
C 1.329 3.920 3.423 0.0014
H -0.269 -0.898 3.376 0.0030
N -0.459 3.933 2.080 -0.0031
H 1.475 -3.108 0.536 -0.0012
H 1.760 -6.756 -3.406 0.0051
C -0.110 -3.947 -2.723 0.1873
H 1.108 1.134 -3.929 -0.0069
H 3.862 -0.544 -0.493 0.0011
C -2.733 1.505 1.588 -0.0046
C 1.203 -2.648 1.509 0.0019
H -0.735 0.280 0.568 0.0962
H 2.962 -1.379 1.521 0.0005
P 1.903 -0.058 -1.949 0.0001
C -0.534 5.220 4.278 -0.0001
O 0.018 -2.710 -3.026 0.1140
C -1.428 -0.427 -3.824 0.0159
H 3.427 -1.135 -3.497 -0.0022
H -2.176 -4.136 -1.922 0.0083
C 2.890 2.595 1.919 0.0040
H -3.266 -1.388 2.714 -0.0061
H -1.654 0.048 3.996 -0.0031
H -2.326 -0.603 -4.429 -0.0068
H -2.151 2.378 1.915 -0.0018
H 3.154 2.844 0.876 -0.0007
C 3.500 0.333 -1.048 0.0057
C 1.001 -4.854 -2.512 0.2065
C 2.162 4.348 4.448 0.0002
C -0.856 0.022 3.234 -0.0050
H -2.238 -2.336 1.593 0.0029
H -3.924 1.285 -1.326 0.0067
H -2.512 -6.305 -3.266 0.0022
C 0.015 4.355 3.336 -0.0005
C 2.547 -1.440 -2.923 0.0044
H 0.262 -2.927 2.012 0.0022
W -0.412 0.655 -1.251 0.9867
H -3.150 1.679 0.585 -0.0006
H 1.824 2.297 -2.748 -0.0063
C 0.915 -6.070 -3.175 -0.0498
C 0.275 5.624 5.348 -0.0009
C 1.621 5.193 5.428 -0.0009
H -1.400 4.113 1.743 -0.0010
H 2.236 5.524 6.279 0.0000
H -0.806 0.428 -4.147 -0.0152
H 2.882 1.221 -3.731 0.0062
P -2.291 -0.146 -2.271 -0.0379
C -1.505 -5.860 -3.116 -0.0120
H -0.853 -1.385 -3.761 0.0065
C 1.993 -1.679 2.011 0.0069
H -2.734 -2.167 -0.960 0.0001
C 0.497 3.264 1.398 0.0369
H -0.114 6.269 6.142 0.0000
H 1.758 -1.785 -3.585 -0.0003
H -3.477 1.543 -3.116 0.0082
P -1.799 0.010 1.738 -0.1025
H 3.214 4.008 4.461 0.0000
C -3.114 1.466 -2.072 0.0490
H 4.290 0.596 -1.773 -0.0001
H 1.939 -4.634 -1.985 -0.0064
H 2.827 1.495 2.055 -0.0005
C -1.338 -4.663 -2.426 0.1472
H 3.624 3.008 2.628 -0.0004
H 3.411 1.164 -0.335 0.0013
```

E_LUMO (spin up / spin down): -13.541 / -13.390 eV
Kohn-Sham gap (spin up / spin down): 4.23 / 4.78 eV
net charge: +4
expectation value of S²: 2.306
2S+1: 3

***

Here is a gas-phase ion, C25H46Br2F3NO6PS (charge +1) from the Open Molecules 2025 dataset. Energies are from ωB97M-V/def2-TZVPD.

XYZ file:
```
85
Properties=species:S:1:pos:R:3:mulliken_charge:R:1
F -4.602 -1.437 -3.954 -0.2266
P 0.484 -0.560 -4.146 0.1074
H 2.666 -3.702 0.251 0.1931
C 4.745 -3.835 -0.746 -0.2814
O 2.609 -2.577 -1.601 -0.2195
H -0.122 2.097 0.790 -0.0907
H -0.032 -1.691 -4.941 0.2099
H -1.416 -2.869 -0.802 0.3521
H -3.573 -1.423 3.331 0.3197
H -1.827 5.664 1.557 0.3748
H 1.481 3.513 1.122 -0.1665
C -0.861 5.017 1.431 -0.4792
H -0.054 4.474 -0.694 0.0889
S 2.359 -0.664 -4.264 -0.2623
H 6.459 -2.604 3.049 0.2787
H -1.949 2.449 1.071 0.3255
O -0.693 4.142 2.600 -0.3036
H -1.936 4.473 -0.630 0.3870
H 2.706 -0.017 -1.581 0.0675
H -2.352 1.002 -0.701 -0.3561
H -2.518 -0.053 2.556 0.1935
H 0.891 -3.623 -1.025 0.5135
H 0.516 3.836 4.353 0.2054
H -5.881 -1.651 1.745 0.2336
H -2.125 -0.650 -3.996 0.5974
H -5.707 -1.031 3.527 0.2709
C -0.407 -0.481 -2.410 1.1650
C -1.531 1.726 -1.103 -0.0390
H -2.145 2.558 -1.707 0.4649
C -1.844 -1.069 -2.911 -1.8909
H 2.727 -4.782 -1.293 0.2237
Br 4.997 2.470 2.291 -0.1318
O -4.555 0.014 1.926 -0.2641
C -0.962 4.185 -0.014 -0.4544
C -1.065 2.540 0.272 -0.3312
H -7.776 0.224 3.216 0.2935
H 0.770 -3.035 -2.784 0.0949
H 3.066 4.500 1.283 0.4123
H -0.570 1.646 -3.133 0.6629
O -3.035 -0.954 -2.129 -0.1414
H -1.660 -2.234 -3.109 0.3213
C 5.050 -3.950 1.678 -0.0626
C 2.557 3.604 0.678 -0.3455
C -4.207 -0.461 -2.877 0.8677
H 1.713 1.696 -2.775 0.4963
H 5.292 -2.801 -0.781 0.1321
H -0.186 -2.675 0.612 0.7229
C 0.190 4.721 3.621 -0.6456
H 1.080 2.751 -1.399 -0.2209
H -0.392 5.487 4.309 0.2643
H -7.804 -0.233 1.380 0.2452
H 0.552 0.062 0.492 0.6125
H 5.104 -4.428 -1.718 0.3057
C -5.751 -0.693 2.408 -0.2047
H -3.731 -1.805 0.275 0.0712
C 1.146 -2.675 -1.710 -0.9567
H 0.085 5.713 1.383 0.2497
C -2.870 -1.819 1.086 -0.2000
C -0.803 -2.047 -0.195 -1.7608
C -3.394 -0.832 2.331 -0.5370
H 1.184 5.167 3.191 0.2639
H 0.047 0.605 -4.933 0.1782
C 3.136 1.052 0.280 -0.3293
H 4.132 -3.212 1.787 0.0570
H 7.259 -4.113 2.219 0.3140
C 6.498 -3.215 2.051 -0.9147
C -7.121 0.202 2.226 -0.9242
F -4.049 0.932 -3.401 -0.2279
C 0.329 -1.302 -1.197 0.3109
N 1.110 -0.473 -0.207 0.2947
C 2.033 0.616 -0.810 0.5786
F -5.330 -0.374 -1.869 -0.2319
C 1.185 1.642 -1.701 -0.1132
H 2.579 3.992 -0.451 0.2849
C 3.445 2.291 0.977 -0.5087
O -1.677 -1.161 0.539 -0.1840
O 5.088 -4.686 0.405 -0.3653
C -0.381 1.151 -2.059 -0.9294
H 1.665 -1.174 0.372 0.7455
H -2.637 -2.898 1.499 0.3792
H -6.785 1.312 1.953 0.2347
H 4.895 -4.773 2.528 0.2847
C 3.110 -3.757 -0.830 -0.1325
H 6.927 -2.579 1.160 0.2288
Br 4.458 -0.445 0.773 -0.0464
```

E_LUMO: -2.633 eV
Kohn-Sham gap: 9.08 eV
net charge: +1
2S+1: 1

***

Here is a molecular structure, C25H46N8O26S4 from the Open Molecules 2025 dataset. Energies are from ωB97M-V/def2-TZVPD.

XYZ file:
```
109
Properties=species:S:1:pos:R:3:mulliken_charge:R:1
C -3.187 3.586 1.286 -0.3656
O -3.443 0.102 1.265 -0.5879
S -2.415 1.130 1.188 1.5464
H 3.766 -1.235 -1.748 -0.0629
H 1.796 2.651 -0.968 0.1736
N 1.499 4.342 1.676 0.1899
C -3.677 -1.902 0.536 -0.1144
H -3.592 -1.784 -0.544 -0.0144
H -2.672 3.775 3.419 0.4272
C -0.912 -1.361 -0.733 -1.6650
O -0.849 -1.821 -3.516 -0.6044
O -2.243 1.925 2.665 -0.4974
C 3.931 -3.005 2.151 -0.6204
S -0.085 -1.944 4.310 1.2495
N -0.357 -2.887 -3.026 1.2512
O 3.862 1.308 -2.599 -0.6425
O -3.403 1.714 -3.029 -0.6812
S 2.641 -1.109 1.141 -0.0183
N -1.025 -0.001 -0.746 1.8013
H -5.715 -2.633 0.303 0.3690
C -1.972 -0.005 -3.265 -0.7070
O 0.078 -2.463 2.691 -0.5597
H -0.797 0.678 2.403 -1.2603
C 1.439 2.690 -1.997 -0.8872
H 0.805 -2.621 -1.173 0.5220
H -1.526 -1.615 1.624 1.5504
O 2.964 2.525 -3.784 -0.6175
H -0.111 4.844 2.922 0.4368
H -4.925 -2.767 2.001 0.3955
H 5.240 -0.517 -1.422 0.5528
C 0.110 2.683 2.169 0.1523
O -1.908 -4.957 0.321 -0.6845
H 1.133 1.120 0.904 -1.0921
N 3.881 -3.370 -1.650 1.0902
H -1.455 -0.720 -2.625 0.7153
H 1.211 1.694 -2.379 0.5935
H -1.542 -4.665 -3.090 0.3949
H -2.394 4.308 1.092 -0.0218
H -1.773 -2.012 -0.753 -1.0613
H 2.057 -3.392 2.956 0.1034
O 2.435 -1.406 2.733 -0.3113
S -2.746 -4.154 1.229 0.9589
O -1.327 -2.373 4.795 -0.6195
H -0.939 -4.273 -1.487 0.3273
O 4.123 -1.866 1.342 -0.5098
C 1.100 2.120 1.312 1.2971
N 3.510 0.831 -1.517 0.8207
C -3.103 3.053 2.726 -0.6656
H 0.307 1.609 -0.654 0.1722
O -0.273 -0.372 3.894 -0.6795
H 2.932 3.193 0.516 0.6113
O 1.149 -2.224 5.013 -0.6912
C -1.340 -3.842 -2.404 -0.7535
O 2.959 4.303 -2.566 -0.7584
H -1.563 2.182 -0.700 1.4609
H -2.202 -3.235 -2.128 0.1289
C 2.497 -3.514 -2.024 -1.0619
N -2.833 0.824 -2.460 1.2112
O -2.875 0.604 -1.261 -0.0608
C -0.248 3.848 -0.721 -2.7095
H 2.355 -2.911 -2.921 0.4506
H 2.196 -0.307 -0.499 -1.1279
N -1.281 3.055 -1.123 0.5411
H -2.594 3.342 -2.840 0.6214
H 2.520 -4.549 -2.368 0.4301
C 2.001 3.188 1.064 -1.4387
O -1.107 0.789 0.579 -0.1665
H -0.023 -1.627 0.806 -0.1522
H -1.447 5.777 -2.985 0.4867
O 4.230 -3.771 -0.527 -0.6195
O 2.733 0.318 0.791 -0.6610
O 1.842 -2.052 0.320 -0.2712
H -1.910 0.464 -0.599 -1.4969
H -0.715 2.160 2.631 1.6881
C 2.882 -2.702 3.135 -0.3874
O -2.453 -2.575 0.839 -0.3624
C 1.140 -0.419 -0.694 1.3830
H -3.627 -0.904 0.970 0.7016
C -0.183 4.975 -1.366 1.1978
O 0.838 -3.140 -3.073 -0.5181
C 0.425 -1.633 -0.965 -1.3935
H 0.600 3.349 -2.220 0.7767
H 0.290 3.560 0.170 0.3714
C 0.339 4.056 2.336 -2.0138
H -4.086 2.714 3.055 0.3666
H -2.550 -0.365 -4.117 0.4967
C -0.111 -0.162 2.504 1.4639
H 3.011 -2.784 4.214 0.6264
H 0.923 0.082 2.261 0.5700
O -4.297 -4.089 0.710 -0.3839
C -1.792 3.742 -2.237 -1.1793
H -4.170 4.017 1.096 0.5391
H 1.991 5.221 1.745 0.3014
H -1.118 0.501 -3.714 0.1570
O 2.749 1.393 -0.739 0.1713
O -3.100 2.460 0.426 -0.3120
H 4.007 -0.665 -0.060 0.8240
C -0.454 -1.528 1.801 0.0559
C 4.196 -0.460 -1.113 -0.6322
H 3.682 -3.876 1.544 0.2202
N 2.515 3.214 -2.881 1.2373
C 0.226 0.539 -0.773 -0.1536
C -1.144 4.963 -2.343 -1.5084
H 4.854 -3.370 2.602 0.5298
O 4.647 -2.803 -2.417 -0.6265
H 0.502 5.771 -1.114 0.5300
C -4.842 -2.854 0.917 -0.4164
O -2.595 -4.337 2.677 -0.5881
H 1.904 -3.367 -1.122 0.7548
```

E_LUMO: -1.298 eV
Kohn-Sham gap: 5.31 eV
2S+1: 1